1.
ORCA calculation (ωB97M-V/def2-TZVPD) on a gas-phase ion, C10H15ClN3 (charge +1).

- total charge = +1
- relative energy (zero: lowest compared OMol25 entry of this formula, charge and spin) (kJ/mol) = 0.00
- spin multiplicity = 3
- Kohn-Sham gap (spin up / spin down) (eV) = 6.84 / 7.60
- E_LUMO (spin up / spin down) (eV) = -4.63 / -7.26

Each line ends with the Löwdin charge.
Cartesian coordinates (Å):
1 C 0.119 3.301 0.115  -0.210
2 C -0.223 1.829 2.035  -0.512
3 C -1.391 -0.266 1.995  0.012
4 C 0.489 2.077 0.689  -0.252
5 C 0.314 0.814 -0.063  -0.196
6 C 2.324 -0.113 1.266  -0.038
7 C -0.679 -0.652 -1.826  -0.067
8 C -1.948 1.323 -1.020  -0.043
9 C 1.179 -0.279 0.240  -0.227
10 C -0.523 0.732 -1.259  -0.356
11 N -0.155 4.311 -0.390  0.239
12 N -0.761 0.749 2.354  0.124
13 N -1.109 -1.573 2.196  0.157
14 Cl -0.446 3.195 3.163  0.795
15 H 1.514 2.245 1.013  0.154
16 H 1.866 -0.006 2.258  0.075
17 H 2.751 0.825 0.952  0.075
18 H 2.969 -0.935 1.353  0.071
19 H -1.110 -0.550 -2.781  0.080
20 H -1.148 -1.317 -1.121  0.090
21 H 0.213 -1.089 -2.255  0.085
22 H -1.919 2.399 -1.023  0.055
23 H -2.450 1.159 -0.055  0.066
24 H -2.727 0.933 -1.753  0.119
25 H 0.579 -1.179 0.588  0.110
26 H 1.487 -0.778 -0.762  0.153
27 H -0.358 1.319 -2.087  0.125
28 H -1.981 -2.154 2.182  0.153
29 H -0.327 -1.912 2.798  0.162

2.
ORCA calculation (ωB97M-V/def2-TZVPD) on a molecular structure, C10H15CrO8.

- total charge = 0
- relative energy (zero: lowest compared OMol25 entry of this formula, charge and spin) (kJ/mol) = 39.94
- spin multiplicity = 4
- Kohn-Sham gap (spin up / spin down) (eV) = 8.12 / 9.38
- E_LUMO (spin up / spin down) (eV) = -0.25 / 0.42

Each line ends with the Löwdin charge.
Cartesian coordinates (Å):
1 Cr 0.710 -0.060 1.042  1.207
2 C -2.851 0.648 3.036  0.023
3 C -1.676 0.380 2.163  -0.570
4 O -0.857 1.235 1.697  -0.082
5 O -1.208 -0.735 1.737  -0.077
6 H -3.410 1.490 2.627  0.088
7 H -2.657 1.207 3.952  0.094
8 H -3.572 -0.143 3.244  0.090
9 C 3.472 3.113 1.229  0.030
10 C 2.507 1.883 1.306  -0.681
11 O 2.220 1.311 0.236  -0.066
12 O 1.945 1.316 2.205  -0.028
13 H 2.980 3.955 1.717  0.076
14 H 3.504 3.386 0.175  0.070
15 H 4.509 3.030 1.554  0.077
16 C 2.345 -3.692 1.203  0.020
17 C 1.814 -2.324 1.161  -0.720
18 O 1.653 -1.615 2.184  -0.024
19 O 1.421 -1.845 0.113  -0.006
20 H 2.637 -3.875 2.238  0.090
21 H 3.347 -3.780 0.783  0.093
22 H 1.640 -4.403 0.774  0.099
23 O -0.312 0.200 -0.806  0.012
24 C -1.044 0.121 -1.837  -0.405
25 O -2.217 0.607 -1.833  0.091
26 C -2.991 0.128 -2.919  -0.096
27 C -1.861 -0.031 -4.017  -0.132
28 C -0.642 -0.396 -3.219  -0.044
29 H -3.684 0.964 -3.014  0.130
30 H -3.593 -0.780 -2.868  0.130
31 H -1.758 0.814 -4.699  0.117
32 H -2.153 -0.831 -4.698  0.109
33 H 0.256 0.178 -3.446  0.142
34 H -0.475 -1.455 -3.020  0.143

3.
ORCA calculation (ωB97M-V/def2-TZVPD) on a molecular structure, C10H15CuI.

- total charge = 0
- spin multiplicity = 2
- Kohn-Sham gap (spin up / spin down) (eV) = 8.58 / 6.16
- E_LUMO (spin up / spin down) (eV) = 0.59 / -1.73

Each line ends with the Löwdin charge.
Cartesian coordinates (Å):
1 Cu -0.155 0.088 -0.075  -0.069
2 C -2.355 -0.087 0.519  -0.239
3 C -2.205 -0.899 -0.592  -0.235
4 C -1.654 -0.084 -1.656  -0.245
5 C -1.504 1.250 -1.187  -0.293
6 C -1.887 1.256 0.170  -0.265
7 C -1.935 2.421 1.097  -0.015
8 C -1.091 2.410 -2.043  -0.022
9 C -1.427 -0.525 -3.056  -0.009
10 C -2.488 -2.364 -0.719  -0.025
11 C -2.966 -0.429 1.836  -0.017
12 H -2.930 2.525 1.528  0.088
13 H -1.690 3.344 0.580  0.074
14 H -1.234 2.301 1.925  0.094
15 H -1.832 2.585 -2.825  0.086
16 H -0.133 2.232 -2.534  0.089
17 H -0.999 3.325 -1.463  0.072
18 H -1.886 0.187 -3.743  0.089
19 H -1.856 -1.507 -3.232  0.078
20 H -0.362 -0.568 -3.293  0.097
21 H -3.290 -2.559 -1.434  0.086
22 H -2.785 -2.790 0.238  0.071
23 H -1.599 -2.898 -1.062  0.090
24 H -2.274 -0.259 2.661  0.091
25 H -3.278 -1.470 1.868  0.072
26 H -3.847 0.191 2.004  0.088
27 I 2.094 -0.366 0.610  0.168

4.
ORCA calculation (ωB97M-V/def2-TZVPD) on C10H15FIN3O2S3 in the gas phase.

- total charge = 0
- spin multiplicity = 1
- Kohn-Sham gap (eV) = 7.86
- E_LUMO (eV) = -1.44

Each line ends with the Löwdin charge.
Cartesian coordinates (Å):
1 C 3.143 1.749 1.002  -0.136
2 C 2.660 0.720 -0.065  -0.309
3 C 2.034 -0.495 0.642  -0.730
4 I 3.560 -1.472 1.845  0.856
5 N 1.299 -1.442 -0.210  -0.252
6 C -0.170 -1.208 -0.219  -0.217
7 C -0.867 -2.375 0.493  -0.225
8 C -2.373 -2.017 0.680  -0.428
9 S -2.530 -0.759 2.008  0.885
10 C -3.184 0.705 1.214  -1.069
11 S -4.580 1.322 1.741  0.760
12 N -2.528 1.359 0.134  -0.158
13 C -1.883 2.583 0.186  -0.092
14 C -1.440 2.841 -1.059  -0.132
15 N -1.767 1.792 -1.918  0.088
16 C -2.402 0.963 -1.167  -0.229
17 S 1.931 -1.604 -1.720  0.566
18 O 3.320 -1.842 -1.670  -0.242
19 O 1.467 -0.621 -2.625  -0.225
20 F 1.250 -2.954 -2.172  -0.129
21 H 4.151 1.534 1.359  0.046
22 H 3.105 2.750 0.557  0.074
23 H 2.440 1.757 1.847  0.071
24 H 1.880 1.228 -0.647  0.113
25 H 3.535 0.481 -0.672  0.101
26 H 1.318 -0.100 1.365  0.082
27 H -0.445 -0.230 0.179  0.100
28 H -0.494 -1.264 -1.266  0.113
29 H -0.454 -2.551 1.494  0.108
30 H -0.779 -3.309 -0.073  0.118
31 H -2.964 -2.901 0.932  0.080
32 H -2.754 -1.605 -0.260  0.062
33 H -1.751 3.225 1.045  0.122
34 H -0.911 3.705 -1.436  0.102
35 H -2.813 0.034 -1.546  0.127

5.
ORCA calculation (ωB97M-V/def2-TZVPD) on C10H15FO in the gas phase.

- total charge = 0
- relative energy (zero: lowest compared OMol25 entry of this formula, charge and spin) (kJ/mol) = 0.00
- spin multiplicity = 1
- Kohn-Sham gap (eV) = 9.10
- E_LUMO (eV) = 0.11

Each line ends with the Löwdin charge.
Cartesian coordinates (Å):
1 C 1.667 0.536 -1.291  -0.022
2 C 1.188 0.051 0.156  -0.447
3 C 1.972 -1.396 0.236  -0.031
4 C 1.652 0.990 1.250  -0.042
5 C -0.289 -0.289 0.318  -0.326
6 F -0.417 -1.101 1.540  -0.022
7 C -0.882 -1.127 -0.764  -0.020
8 C -2.215 -1.212 -0.820  -0.090
9 C -3.101 -0.338 -0.132  -0.082
10 C -2.554 0.588 0.674  -0.044
11 C -1.183 1.009 0.633  -0.334
12 O -1.006 2.004 -0.331  0.005
13 H 0.991 1.188 -1.699  0.028
14 H 1.673 -0.327 -1.939  0.065
15 H 2.638 1.080 -1.331  0.105
16 H 1.788 -1.985 -0.695  0.073
17 H 3.019 -1.225 0.339  0.059
18 H 1.631 -1.957 1.118  0.080
19 H 2.743 0.738 1.372  0.099
20 H 1.286 0.871 2.164  0.031
21 H 1.656 2.027 0.737  0.127
22 H -0.234 -1.806 -1.314  0.110
23 H -2.535 -2.001 -1.598  0.136
24 H -4.262 -0.424 -0.216  0.144
25 H -3.302 1.167 1.193  0.113
26 H -0.810 1.468 1.571  0.158
27 H -1.113 1.472 -1.171  0.127

6.
ORCA calculation (ωB97M-V/def2-TZVPD) on a gas-phase ion, C10H15N2 (charge +1).

- total charge = +1
- relative energy (zero: lowest compared OMol25 entry of this formula, charge and spin) (kJ/mol) = 300.33
- spin multiplicity = 1
- Kohn-Sham gap (eV) = 8.53
- E_LUMO (eV) = -4.37

Each line ends with the Löwdin charge.
Cartesian coordinates (Å):
1 C -3.332 0.055 1.091  -0.009
2 N -2.818 0.122 -0.056  0.021
3 C -1.414 -0.017 -0.342  -0.558
4 C -1.225 -1.250 -1.282  0.006
5 C -1.136 1.330 -0.983  -0.067
6 C -0.514 -0.120 0.946  -0.104
7 N 0.868 -0.134 0.649  -0.065
8 C 1.591 -1.238 0.526  -0.011
9 C 2.938 -1.178 0.259  0.008
10 C 3.500 0.007 -0.209  0.003
11 C 2.740 1.142 -0.069  0.017
12 C 1.426 1.039 0.388  -0.023
13 H -4.389 0.376 1.269  0.100
14 H -2.856 -0.198 2.027  0.070
15 H -2.164 -1.904 -1.304  0.114
16 H -0.430 -1.945 -0.868  0.064
17 H -0.966 -0.958 -2.309  0.086
18 H -1.358 2.075 -0.136  0.114
19 H -0.121 1.566 -1.532  0.122
20 H -1.814 1.597 -1.805  0.095
21 H -0.687 -1.016 1.490  0.124
22 H -0.837 0.788 1.599  0.175
23 H 0.902 -2.199 0.593  0.188
24 H 3.666 -2.011 0.379  0.147
25 H 4.434 0.001 -0.605  0.098
26 H 3.197 2.142 -0.206  0.145
27 H 0.799 1.927 0.491  0.140

7.
ORCA calculation (ωB97M-V/def2-TZVPD) on 2 unconnected molecules or ions with the total composition C10H15N2O.

- total charge = +1
- relative energy (zero: lowest compared OMol25 entry of this formula, charge and spin) (kJ/mol) = 161.41
- spin multiplicity = 1
- Kohn-Sham gap (eV) = 9.18
- E_LUMO (eV) = -3.35

Each line ends with the Löwdin charge.
Cartesian coordinates (Å):
1 C -0.104 -1.652 -1.304  -0.011
2 C 0.166 0.717 -0.908  0.063
3 C 0.213 -0.401 -1.805  -0.174
4 C -0.238 -1.809 0.041  -0.193
5 C 0.231 4.573 0.194  0.005
6 C 1.362 4.431 -0.248  0.044
7 C -0.616 -0.990 2.305  -0.155
8 C -0.177 0.561 0.430  -0.271
9 C 0.457 -0.243 -3.308  0.004
10 C -0.344 -3.300 0.517  -0.003
11 N -0.283 -0.749 0.881  0.062
12 N -0.449 1.642 1.124  0.190
13 O 0.190 -0.085 3.067  -0.060
14 H -0.313 -2.426 -2.023  0.128
15 H 0.598 1.608 -1.294  0.109
16 H -0.776 4.503 0.531  0.037
17 H -1.778 -0.914 2.599  0.189
18 H 2.232 4.491 -0.819  0.021
19 H -0.374 -2.075 2.461  0.119
20 H -0.218 -0.894 -3.746  0.060
21 H 1.515 -0.552 -3.619  0.134
22 H 0.346 0.735 -3.599  0.052
23 H -1.319 -3.521 1.073  0.112
24 H 0.482 -3.716 1.070  0.084
25 H -0.468 -3.810 -0.501  0.103
26 H -0.352 1.637 2.148  0.123
27 H 0.228 -0.350 4.036  0.153
28 H -0.213 2.589 0.696  0.075

8.
ORCA calculation (ωB97M-V/def2-TZVPD) on C10H15N3O in the gas phase.

- total charge = 0
- relative energy (zero: lowest compared OMol25 entry of this formula, charge and spin) (kJ/mol) = 409.27
- spin multiplicity = 1
- Kohn-Sham gap (spin up / spin down) (eV) = 7.69 / 7.69
- E_LUMO (spin up / spin down) (eV) = 0.66 / 0.66

Each line ends with the Löwdin charge.
Cartesian coordinates (Å):
1 C -1.617 0.040 0.832  -0.040
2 C -2.169 0.433 2.094  -0.077
3 C -0.504 0.587 0.298  -0.330
4 C -0.241 2.133 2.070  -0.156
5 C 0.369 2.944 2.958  0.049
6 C 1.147 -2.220 -2.163  -0.221
7 C 1.903 -1.462 -1.067  -0.197
8 C -0.344 -1.949 -1.963  -0.217
9 C 1.548 0.013 -0.995  -0.178
10 C -0.730 -0.515 -1.821  -0.192
11 N -1.648 1.364 2.836  -0.200
12 N 0.084 0.266 -0.894  -0.082
13 N 0.203 1.565 0.937  0.111
14 O -2.131 1.932 3.819  -0.077
15 H -2.016 -0.991 0.444  0.140
16 H -3.009 -0.059 2.632  0.142
17 H 1.116 3.701 2.832  0.046
18 H -0.215 3.069 3.859  0.041
19 H 1.625 -2.113 -3.240  0.149
20 H 1.215 -3.285 -1.995  0.090
21 H 1.513 -1.840 -0.066  0.140
22 H 3.008 -1.522 -1.204  0.121
23 H -0.973 -2.400 -2.822  0.141
24 H -0.630 -2.553 -1.065  0.118
25 H 2.344 0.504 -0.323  0.143
26 H 1.830 0.574 -1.914  0.120
27 H -0.557 -0.057 -2.835  0.137
28 H -1.775 -0.314 -1.502  0.120
29 H 0.652 2.155 0.259  0.159

| no. | strongest force on any atom (eV Å⁻¹) | total energy (eV) |
| --- | --- | --- |
| 1 | 4.536 | -27593.0630 |
| 2 | 6.579 | -55415.3512 |
| 3 | 0.580 | -63354.2412 |
| 4 | 1.752 | -62500.7449 |
| 5 | 6.870 | -15375.7083 |
| 6 | 3.688 | -13584.9583 |
| 7 | 3.971 | -15631.8411 |
| 8 | 4.994 | -17126.1051 |